Formula: C3H11N3O
Source: OMol25
Level of theory: ωB97M-V/def2-TZVPD

- Charge: 0
- Lowest unoccupied orbital energy: 0.0326 Ha
- SMILES: CCN(O)CNN
- HOMO-LUMO gap: 0.3490 Eh
- Energy relative to the best compared isomer or geometry (same formula, charge and spin): 481.61 kJ/mol
- 2S+1: 1
- HOMO level: -8.6 eV
- E: -360.25397 hartree

XYZ file:
```
18
C3H11N3O, DFT ωB97M-V/def2-TZVPD
C -0.902 0.345 -0.357
C 0.043 -0.135 1.545
C 1.281 0.717 1.749
N 0.082 -0.665 -0.054
N -1.176 0.350 -1.995
N 0.047 0.188 -2.657
O -0.600 -1.920 -0.166
H 0.106 -2.566 -0.296
H -1.705 -0.502 -2.174
H 0.494 1.100 -2.715
H 0.678 -0.426 -2.118
H -1.911 0.153 0.013
H -0.506 1.351 -0.251
H 0.128 -1.106 2.033
H -0.837 0.324 2.012
H 1.164 1.703 1.310
H 1.460 0.841 2.817
H 2.155 0.246 1.304
```